Computed, not measured: one molecule with the formula C14H25N3O2S, with the ωB97M-V functional and the def2-TZVPD basis.

Geometry (Å):
1 S 4.2589 -3.2561 -1.0677
2 O 1.0969 0.0884 -1.8223
3 O -0.7029 1.5480 -0.3341
4 N 2.7137 -2.6986 -3.2101
5 N 1.6039 -2.8396 -1.3694
6 N 1.4185 -2.4614 -3.5259
7 C 0.1399 3.8449 4.4643
8 C -0.7011 -2.3398 -2.2993
9 C 0.5845 -4.3746 0.2619
10 C 2.8753 -2.9289 -1.8858
11 C -1.0684 -1.0028 -1.6390
12 C -1.2946 3.9148 3.9541
13 C -0.2527 0.1684 -2.2075
14 C 0.7656 -2.5442 -2.4110
15 C -1.3894 3.9812 2.4294
16 C 1.2942 -3.0754 0.0109
17 C -1.1404 2.7618 0.2369
18 C -0.9368 2.6939 1.7454
19 C -0.8381 1.5057 -1.7371
20 C 0.3799 -5.3261 -0.6286
21 H -1.8941 1.5951 -2.0301
22 H 0.6224 2.9224 4.1529
23 H -1.0966 -2.3598 -3.3154
24 H 0.1546 3.8832 5.5510
25 H 0.2527 -4.4939 1.2843
26 H -1.7723 4.8056 4.3684
27 H -0.2578 0.1261 -3.3016
28 H 2.2584 -3.0898 0.5388
29 H 1.1461 0.3980 -0.9074
30 H -2.1299 -0.8156 -1.8024
31 H -1.8507 3.0456 4.3120
32 H -0.2793 2.3356 -2.1953
33 H -1.5033 1.8462 2.1353
34 H -0.8992 -1.0409 -0.5620
35 H -2.4271 4.1804 2.1501
36 H 0.7108 -5.2415 -1.6509
37 H -0.7844 4.8154 2.0669
38 H -2.2036 2.9222 -0.0007
39 H 0.1200 2.5106 1.9399
40 H 0.7022 -2.2442 0.4071
41 H 0.7197 4.6834 4.0848
42 H 3.4397 -2.6445 -3.9038
43 H -1.1436 -3.1591 -1.7284
44 H -0.1221 -6.2417 -0.3695
45 H -0.5697 3.6018 -0.1892

Its HOMO energy is -0.2812 hartree. Its energy is -34323.720 eV. The structure (SMILES) is C=CCn1c(CC[C@H](O)COCCCCC)n[nH]c1=S. The LUMO energy is 0.7 eV. The calculation puts the relative energy (zero: lowest compared OMol25 entry of this formula, charge and spin) at 160.96 kJ/mol. Its charge is 0.